{
  "formula": "C28H56O14S7",
  "method": "the ωB97M-V functional and the def2-TZVPD basis",
  "energy_ha": -4941.0046,
  "spin_multiplicity": 1,
  "max_force_ev_per_a": 4.28,
  "charge": 0,
  "smiles": "O=S1(=O)CCCC1.O=S1(=O)CCCC1.O=S1(=O)CCCC1.O=S1(=O)CCCC1.O=S1(=O)CCCC1.O=S1(=O)CCCC1.O=S1(=O)CCCC1",
  "homo_ev": -9.7,
  "symbols": ["O", "S", "O", "C", "C", "C", "C", "H", "H", "H", "H", "H", "H", "H", "H", "O", "S", "O", "C", "C", "C", "C", "H", "H", "H", "H", "H", "H", "H", "H", "O", "S", "O", "C", "C", "C", "C", "H", "H", "H", "H", "H", "H", "H", "H", "O", "S", "O", "C", "C", "C", "C", "H", "H", "H", "H", "H", "H", "H", "H", "O", "S", "O", "C", "C", "C", "C", "H", "H", "H", "H", "H", "H", "H", "H", "O", "S", "O", "C", "C", "C", "C", "H", "H", "H", "H", "H", "H", "H", "H", "O", "S", "O", "C", "C", "C", "C", "H", "H", "H", "H", "H", "H", "H", "H"],
  "positions_angstrom": [[-6.672499, 3.979659, -3.080369], [-6.363112, 2.768615, -2.342729], [-6.979107, 2.591709, -1.013450], [-6.415432, 1.249890, -3.467771], [-5.078758, 0.680434, -3.486980], [-4.212981, 1.166646, -2.228208], [-4.469529, 2.658384, -2.059827], [-6.862925, 1.581703, -4.424711], [-7.194028, 0.631723, -2.998643], [-5.035534, -0.416896, -3.394506], [-4.470256, 0.728306, -4.345419], [-3.174172, 0.958867, -2.437640], [-4.336029, 0.633436, -1.315673], [-4.038326, 3.191297, -2.916902], [-4.088519, 3.058263, -1.112778], [-1.146186, 0.143521, -3.492529], [-0.793505, 1.412350, -4.110729], [-1.800286, 2.380771, -4.472098], [0.411909, 2.303455, -3.112739], [1.201019, 3.185222, -4.165665], [0.822683, 2.631571, -5.590599], [0.305877, 1.193910, -5.529802], [1.085781, 1.556419, -2.697825], [-0.203883, 2.926498, -2.455280], [0.860437, 4.239668, -4.146627], [2.267544, 3.200312, -4.064064], [1.655252, 2.778896, -6.298146], [0.036840, 3.256209, -5.986856], [0.987009, 0.567871, -4.961213], [-0.128692, 0.809980, -6.485811], [1.752314, -0.163491, -2.381180], [2.178029, -1.254847, -3.209812], [2.331326, -1.089007, -4.647647], [3.605964, -2.031856, -2.338245], [3.221105, -3.481635, -2.272068], [1.759720, -3.604291, -1.949333], [1.037688, -2.671185, -2.909495], [3.672755, -1.569251, -1.361066], [4.589907, -1.883997, -2.776453], [3.295947, -3.982747, -3.213325], [3.849228, -3.993873, -1.517442], [1.499628, -3.245543, -0.953758], [1.388623, -4.639254, -2.103898], [0.154448, -2.138861, -2.552366], [0.764358, -2.990503, -3.908591], [5.387352, 0.256897, -1.758279], [4.977109, 1.624453, -1.760326], [4.975414, 2.254630, -3.053035], [3.327172, 1.876144, -0.917606], [3.708733, 2.132335, 0.492610], [4.979330, 3.023482, 0.540631], [5.978234, 2.494156, -0.562074], [2.826193, 0.958851, -1.040768], [2.820921, 2.693247, -1.395063], [2.865922, 2.665032, 0.935024], [3.787557, 1.179426, 1.004017], [5.359418, 2.994070, 1.567591], [4.675193, 4.091801, 0.417108], [6.591632, 1.700345, -0.082649], [6.570735, 3.275789, -1.027939], [-5.587506, -3.476699, 2.706759], [-4.181437, -3.736449, 3.028416], [-3.155422, -3.845136, 2.005631], [-3.516566, -2.557650, 4.358058], [-3.383750, -3.435574, 5.574431], [-3.143392, -4.890351, 5.214810], [-4.145480, -5.255941, 4.128876], [-4.291104, -1.812724, 4.487853], [-2.555230, -2.173668, 4.075840], [-2.623308, -3.085188, 6.279707], [-4.270695, -3.453845, 6.287720], [-3.259431, -5.477136, 6.128164], [-2.109928, -5.084729, 4.926215], [-5.155897, -5.350412, 4.564665], [-4.033489, -6.181752, 3.553350], [4.052202, 2.365490, 3.496699], [2.848456, 1.683778, 3.929299], [1.557269, 1.940491, 3.331906], [3.127813, -0.128254, 3.916715], [2.074505, -0.520549, 4.953193], [2.377385, 0.341626, 6.212643], [2.700726, 1.820923, 5.748941], [4.154719, -0.321582, 4.286559], [2.870824, -0.475190, 2.941180], [1.090951, -0.356886, 4.506751], [2.156823, -1.579478, 5.141591], [3.323260, -0.109823, 6.496374], [1.571947, 0.228891, 6.937735], [3.673209, 2.132420, 6.171079], [1.983340, 2.600310, 6.006120], [1.139915, -0.920731, 1.967385], [-0.270422, -0.651150, 2.044563], [-1.043473, -0.845575, 3.283143], [-0.629565, 1.023962, 1.439543], [-1.496323, 0.835831, 0.152173], [-1.103772, -0.539256, -0.438947], [-1.234163, -1.489871, 0.713482], [0.317236, 1.464441, 1.116609], [-1.138133, 1.594271, 2.192141], [-2.575664, 0.909278, 0.321947], [-1.247571, 1.619683, -0.588675], [-0.106129, -0.557761, -0.889613], [-1.771324, -0.812225, -1.245629], [-0.851891, -2.458081, 0.377939], [-2.242017, -1.506691, 1.087705]],
  "atomic_forces_ev_per_a": [[-0.12, -0.83, 0.06], [1.83, 0.86, 1.80], [0.34, -0.44, -2.05], [-2.68, 1.40, 0.33], [2.45, -2.35, 2.60], [0.00, 0.68, -1.52], [-0.86, -0.56, -0.94], [0.57, 0.07, 0.46], [0.43, -0.04, 0.05], [-0.82, 0.10, 0.23], [0.42, 1.31, -1.33], [0.35, 0.22, -0.46], [-1.05, -0.57, 0.73], [-0.08, 0.03, 0.24], [-0.74, 0.12, -0.18], [-0.13, 0.44, -0.26], [0.33, -0.04, -0.57], [-0.80, -0.14, 0.28], [0.54, 0.77, -1.36], [-1.83, -0.09, -0.70], [0.83, 0.60, -0.56], [-0.29, 0.83, 1.14], [-0.50, 0.41, 0.48], [0.38, -0.37, 0.25], [0.17, -0.60, 0.22], [0.54, -0.39, 0.52], [-0.11, -0.41, 0.37], [-0.40, 0.11, -0.14], [0.63, -0.56, -1.15], [0.27, 0.08, 1.21], [-0.17, 0.61, 0.16], [0.71, -2.30, -0.33], [0.24, 0.09, 1.06], [0.07, 0.15, -0.66], [0.41, -0.68, 1.18], [-1.55, -0.15, -0.15], [-0.09, 1.69, -0.56], [-0.34, 0.11, 0.19], [-0.29, 0.30, -0.51], [0.77, -0.22, -0.80], [-0.27, 0.10, -0.51], [0.22, -0.31, 0.27], [0.25, 0.59, 0.37], [-0.06, -0.32, 0.36], [0.31, -0.64, -0.10], [0.04, -1.34, 0.59], [-1.11, 1.20, -0.45], [-0.09, 0.64, -0.14], [2.20, -0.15, -0.74], [-0.38, 0.93, 0.45], [-0.35, 0.16, -0.04], [-0.50, -0.03, 1.93], [-0.75, -0.84, -0.29], [-0.09, 0.39, -0.40], [0.17, -0.05, 0.44], [0.44, -0.04, 0.29], [0.35, -0.20, -0.41], [0.30, -0.80, -0.43], [-0.12, 0.63, -0.56], [0.03, -0.15, -0.11], [1.67, 0.03, 0.07], [-0.34, -0.34, 1.25], [-0.64, 0.03, 0.14], [-1.32, -1.25, -0.34], [-0.86, -0.21, 2.34], [0.49, -0.69, 0.03], [-0.71, 0.47, -0.05], [0.10, 0.34, -0.17], [0.18, 0.27, -0.59], [0.32, 0.09, -0.47], [0.44, 0.35, -1.33], [-0.28, -0.19, -0.17], [0.03, 0.19, -0.42], [0.30, 0.45, -0.19], [0.59, 0.46, -0.09], [-0.57, 0.21, -0.10], [1.15, -0.91, 0.90], [0.27, 0.27, -0.04], [-0.33, 1.36, 1.30], [-0.03, 0.33, -0.45], [-0.02, 0.07, -1.53], [0.24, -0.86, 0.29], [-0.47, 0.14, -0.51], [0.30, -0.29, -0.58], [0.04, 0.08, 0.32], [-0.03, -0.35, 0.39], [-0.02, 0.22, 1.00], [0.37, 0.24, 0.19], [-0.39, -0.10, -0.52], [-0.25, -0.30, -0.18], [0.13, -0.35, -0.10], [-2.80, 0.04, 0.03], [1.38, 0.08, -0.77], [-0.09, -0.37, -1.60], [0.94, 0.25, -0.65], [-0.64, 0.79, -0.04], [1.41, 0.02, -0.23], [-0.08, 0.00, 0.51], [0.11, 0.18, 0.52], [0.20, -0.23, 0.24], [-0.12, -0.18, 0.48], [0.01, 0.27, 0.32], [-0.27, -0.07, -0.16], [-0.08, -0.12, 0.92], [-0.36, -0.39, 0.19]],
  "lowdin_charge": [-0.355, 0.739, -0.361, -0.213, -0.218, -0.223, -0.187, 0.111, 0.105, 0.122, 0.094, 0.058, 0.092, 0.091, 0.101, -0.338, 0.668, -0.319, -0.206, -0.152, -0.228, -0.190, 0.042, 0.104, 0.116, 0.088, 0.120, 0.093, 0.048, 0.138, -0.376, 0.739, -0.314, -0.206, -0.238, -0.215, -0.195, 0.093, 0.104, 0.114, 0.135, 0.113, 0.131, 0.077, 0.105, -0.323, 0.672, -0.327, -0.200, -0.251, -0.179, -0.201, 0.048, 0.100, 0.108, 0.110, 0.089, 0.127, 0.111, 0.099, -0.351, 0.733, -0.350, -0.177, -0.255, -0.251, -0.206, 0.100, 0.054, 0.115, 0.136, 0.113, 0.115, 0.103, 0.103, -0.338, 0.694, -0.317, -0.208, -0.243, -0.176, -0.188, 0.122, 0.052, 0.075, 0.116, 0.102, 0.112, 0.100, 0.097, -0.326, 0.737, -0.355, -0.191, -0.183, -0.247, -0.201, 0.089, 0.099, 0.110, 0.104, 0.091, 0.101, 0.112, 0.089]
}